# 1
69
Properties=species:S:1:pos:R:3 method="wB97M-V/def2-TZVPD" spin_multiplicity=2 s_squared=0.75 e_homo_ev="-1.3 / -1.3" orbital_gap_ha="0.102 / 0.049" charge=-2 de_lowest_ev=6.872
Cu -4.42190 -15.45235 1.42606
C -10.12745 -12.80183 2.84218
C -9.05349 -13.73102 3.38666
O -8.59498 -13.60418 4.54620
O -8.55555 -14.63625 2.71137
H -9.80764 -11.93365 2.26591
H -10.58241 -12.31662 3.70571
H -10.86261 -13.41681 2.32311
C -3.50693 -18.90136 6.40664
C -3.80494 -17.39464 6.52552
O -4.08977 -16.73301 5.41648
O -3.77900 -16.78360 7.63840
H -2.77717 -19.06378 5.61343
H -4.39182 -19.35139 5.95659
H -3.22236 -19.37858 7.34440
C -2.41215 -9.02719 2.53939
C -2.90952 -10.38102 3.04767
O -2.80121 -10.68167 4.26291
O -3.51999 -11.14047 2.28202
H -1.46040 -8.54599 2.76462
H -3.10685 -8.30744 2.97234
H -2.46969 -9.05172 1.45119
C 1.46619 -16.64926 -0.25053
O 1.77068 -16.65085 -1.62807
O 0.05016 -16.60636 -0.13556
C 2.28654 -17.81769 0.54517
F 2.24102 -19.02698 -0.00535
F 3.65922 -17.40807 0.68231
F 1.92382 -18.09205 1.80797
C 2.97263 -17.15523 -2.18531
C 2.96361 -16.73571 -3.66748
H 3.84319 -17.05386 -4.22715
H 2.12194 -17.18028 -4.19854
H 2.85367 -15.69563 -3.97448
H 3.05402 -18.23258 -2.32948
H 3.84444 -16.67513 -1.74083
H 1.89824 -15.69759 0.05893
C -4.07836 -12.51707 -3.01817
C -5.47185 -13.05416 -2.79026
C -6.24059 -12.90968 -4.23498
O -7.65282 -13.10251 -4.36770
C -8.35220 -12.77950 -3.18196
N -5.57015 -14.40557 -2.41414
H -3.29279 -12.82280 -2.32715
H -4.17493 -11.43213 -3.05912
H -3.67893 -12.86056 -3.97240
H -5.92270 -12.44043 -2.01040
H -5.69388 -13.39202 -5.04525
H -6.11297 -11.85239 -4.46727
H -9.36889 -12.93444 -3.54311
H -8.12406 -11.75015 -2.90539
H -8.17325 -13.50710 -2.39032
H -5.18891 -14.93840 -3.18282
H -6.56090 -14.59324 -2.47140
C -6.23908 -22.89023 2.54606
C -7.51589 -22.50768 3.33906
C -8.01677 -21.11233 2.75631
S -7.27689 -20.97723 1.09057
O -6.20125 -19.98128 1.24254
O -8.31233 -20.86739 0.05194
C -6.33933 -22.62642 1.03180
H -6.03991 -23.88983 2.93239
H -5.33585 -22.36183 2.85113
H -7.31568 -22.58204 4.40793
H -8.30992 -23.22942 3.14747
H -7.60894 -20.29767 3.35473
H -9.10232 -21.01407 2.75087
H -5.44911 -22.32632 0.47902
H -7.02166 -23.31167 0.52884

---

# 2
16
Properties=species:S:1:pos:R:3 method="wB97M-V/def2-TZVPD" spin_multiplicity=3 s_squared=2.01 e_homo_ev="-6.7 / -9.5" orbital_gap_ha="0.270 / 0.276" charge=0 de_lowest_ev=3.045
C -0.40793 -1.73940 -0.11116
C -0.90322 -0.17301 -0.24657
C -0.36806 0.80713 0.74267
C 0.98690 1.31714 0.31135
N -1.22562 2.03209 0.61571
N -2.32720 1.94281 0.14264
O -3.06762 0.32902 -1.66513
S -2.89292 0.27654 -0.24528
H -0.73974 -2.57536 -0.85464
H -0.42778 -1.96840 0.87407
H -0.63683 0.13530 -1.20176
H 0.72811 -1.65556 -0.35040
H -0.40696 0.56972 1.91008
H 1.92600 0.81770 0.76662
H 1.13570 2.39193 0.64331
H 0.97450 1.30787 -0.81940

---

# 3
7
Properties=species:S:1:pos:R:3 method="wB97M-V/def2-TZVPD" e_homo_ev=-11.1 orbital_gap_ha=0.399 charge=0 de_lowest_ev=0.491
C 0.39586 -0.54829 0.08621
O 3.42700 -0.53058 0.87411
O 1.01314 -1.00022 -0.84465
O 2.20820 1.24404 -0.10802
S 3.03724 0.05821 -0.35584
H 0.78286 0.37152 0.53214
H -0.60956 -1.01152 0.20816

---

# 4
10
Properties=species:S:1:pos:R:3 method="wB97M-V/def2-TZVPD" e_homo_ev="-9.6 / -9.6" orbital_gap_ha="0.340 / 0.307" charge=0 de_lowest_ev=6.190
C -1.75311 -0.82932 0.01543
C 1.50790 0.38849 -0.04183
N -0.39282 -0.78938 0.10953
N -2.57418 0.07552 -0.05058
N -0.53897 1.53776 -0.00316
N 0.02789 0.46427 0.01841
H -2.22713 -1.85041 0.13944
H 1.87365 0.46339 -1.10347
H 2.12460 1.07396 0.41855
H 1.95216 -0.53428 0.49768

---

# 5
69
Properties=species:S:1:pos:R:3 method="wB97M-V/def2-TZVPD" e_homo_ev=-3.0 orbital_gap_ha=0.201 charge=-1 de_lowest_ev=0.906
Pb 0.94924 -0.45135 -0.72558
Br 3.32483 -1.06615 2.28242
C 2.33109 -2.61123 1.74428
C 2.18533 -3.65210 2.63635
C 1.50435 -4.77791 2.18481
C 1.02848 -4.79446 0.88505
C 1.23958 -3.69397 0.06762
N 1.87632 -2.60146 0.50928
C 0.75578 -3.71139 -1.39664
O 0.55048 -4.83435 -1.86330
O 0.62273 -2.59142 -1.96953
H 2.60026 -3.58677 3.63130
H 1.37836 -5.63102 2.83882
H 0.52729 -5.64974 0.45524
N 1.38837 2.25041 -4.71003
C 1.25773 1.33020 -3.70831
O 0.32420 1.40201 -2.92321
C 2.33375 0.27442 -3.65036
C 2.83606 0.18215 -2.21041
H 0.73441 3.01222 -4.75858
H 2.18552 2.25598 -5.31685
H 3.12286 0.51038 -4.37909
H 1.88157 -0.68270 -3.92902
H 3.32292 1.12175 -1.92301
H 3.57291 -0.62092 -2.11915
N -1.39474 0.18632 -0.14059
C -2.46572 -0.45179 -0.32078
C -3.63801 -0.28196 0.61869
C -3.43758 -0.15349 1.99188
C -4.49152 0.12442 2.84738
C -5.77827 0.27526 2.34606
C -5.99317 0.14349 0.98177
C -4.93610 -0.13864 0.12833
C -2.68723 -1.40774 -1.46174
C -2.15513 -1.11708 -2.71490
C -2.24313 -2.03422 -3.74809
C -2.84936 -3.26456 -3.54085
C -3.38809 -3.56070 -2.29790
C -3.32166 -2.63304 -1.26881
H -2.43892 -0.28963 2.38523
H -4.30855 0.22865 3.91084
H -6.60430 0.48576 3.01487
H -6.99424 0.26268 0.58290
H -5.11616 -0.25058 -0.93447
H -1.65529 -0.16556 -2.85953
H -1.81573 -1.80347 -4.71631
H -2.88046 -3.99751 -4.33725
H -3.85276 -4.52610 -2.13398
H -3.74647 -2.87159 -0.29997
C 0.54087 3.27183 0.06437
P 1.40258 1.99117 1.07098
C 0.11869 1.73014 2.34906
C 2.62812 3.04698 1.96413
C 2.30743 3.92354 2.99739
C 3.29177 4.68353 3.61268
C 4.61378 4.58255 3.20171
C 4.94480 3.71659 2.17027
C 3.95945 2.95346 1.56080
H 0.21215 4.10808 0.68420
H -0.31697 2.78410 -0.40260
H 1.20551 3.62975 -0.72222
H -0.26533 2.66585 2.75940
H 0.50838 1.09879 3.15016
H -0.68210 1.21626 1.80999
H 1.28359 4.02577 3.33494
H 3.03194 5.36033 4.41803
H 5.38242 5.17378 3.68392
H 5.97459 3.63134 1.84475
H 4.21648 2.26464 0.76315

---

# 6
59
Properties=species:S:1:pos:R:3 method="wB97M-V/def2-TZVPD" e_homo_ev=-5.5 orbital_gap_ha=0.207 charge=0 de_lowest_ev=0.000
Sn 0.35038 -0.05062 -0.04227
Si 2.82546 0.39933 -1.11996
P -0.37376 0.44537 -2.54858
N -0.71668 -1.79945 0.26547
H -0.14634 2.38914 1.88495
C -2.14982 0.73013 -2.67860
H -2.38699 0.96006 -3.72738
H -2.45058 1.56691 -2.03707
H -2.69952 -0.16514 -2.36735
C 0.34607 1.95101 -3.28155
H -0.08451 2.04092 -4.29001
H 1.44071 1.89436 -3.35508
H 0.06476 2.83337 -2.68644
C -0.00896 -0.93479 -3.67494
H -0.26975 -0.61128 -4.69408
H -0.62289 -1.80108 -3.38642
H 1.05405 -1.21101 -3.62389
C 3.34194 2.12191 -0.56952
H 3.00211 2.35734 0.44809
H 3.01760 2.89556 -1.28262
H 4.44146 2.06772 -0.58326
H 3.72467 -0.56752 -0.44065
H 3.05475 0.36332 -2.59524
C -0.42600 -3.00332 -0.17019
C -1.21736 -5.34234 -0.38904
C -1.46424 -4.02178 -0.07027
C 0.82963 -3.44427 -0.75874
C 1.05101 -4.77614 -1.07361
C 0.04868 -5.74005 -0.87691
H -2.01418 -6.07462 -0.25814
H -2.45509 -3.70778 0.27603
H 1.62468 -2.71290 -0.93502
H 2.01446 -5.08686 -1.48034
H 0.25337 -6.78273 -1.10745
C -0.82667 2.59735 1.03622
O -1.06107 1.36615 0.36801
C -2.18095 3.08503 1.53673
H -2.18309 4.17222 1.68046
H -2.45218 2.60987 2.49134
H -2.95456 2.83498 0.79839
C -0.21905 3.68103 0.16326
H -0.89141 3.89084 -0.68180
H 0.77921 3.45282 -0.22953
H -0.14642 4.61167 0.74802
S 1.62861 -0.11854 2.25058
C 0.35634 -0.01602 3.42431
N -0.86627 -0.55811 3.29530
C -1.87492 -0.54595 4.36828
C -1.60739 0.55650 5.37431
C -0.15104 0.65355 5.75887
N 0.67215 0.65081 4.55300
H -1.04349 -1.08249 2.42462
H -1.85396 -1.52400 4.87186
H -2.85962 -0.40099 3.90138
H -2.20610 0.37791 6.27137
H -1.91646 1.51381 4.93577
H 0.14647 -0.19818 6.38717
H 0.05444 1.59343 6.27928
H 1.65032 0.92385 4.61018

---

# 7
96
Properties=species:S:1:pos:R:3 method="wB97M-V/def2-TZVPD" e_homo_ev="-12.8 / -12.8" orbital_gap_ha="0.140 / 0.140" charge=+2
Ta 0.45635 0.01802 -0.31162
Se -0.51521 -0.20032 -2.72690
Se -3.48320 -0.15706 -2.33576
C -3.07788 0.76161 -0.73718
C -4.18140 1.57056 -0.46138
C -4.07726 2.65503 0.37403
C -2.90017 2.73745 1.11727
C -1.92816 1.76636 0.95703
N -1.92880 0.81552 -0.00974
C -0.33449 1.67358 -2.45322
C -0.84380 2.53829 -3.43649
C -0.44203 3.86159 -3.43357
C 0.36388 4.28265 -2.38137
C 0.67740 3.43704 -1.35276
N 0.33534 2.14185 -1.38747
H -5.10354 1.27355 -0.97633
H -4.87941 3.39730 0.46964
H -2.69781 3.51790 1.84556
H -1.12648 1.70837 1.69555
H -1.47911 2.12251 -4.22475
H -0.69829 4.52522 -4.24255
H 0.76156 5.27455 -2.31499
H 1.11726 3.76858 -0.41747
O 2.09947 -7.03319 1.72574
C 1.68362 -5.92792 1.50970
S 1.08709 -4.68005 2.73203
C 0.76343 -3.40071 1.63577
C 1.11807 -3.61136 0.26884
S 0.93754 -2.34643 -0.96455
S 1.60107 -5.16033 -0.14144
S 0.20524 -1.79565 2.11170
O 0.06066 1.77186 3.53481
S 1.22222 1.36307 2.70811
N 0.81564 0.84756 1.28676
C 5.69260 -3.58524 -1.46517
C 5.79095 -2.65636 -0.43403
C 4.93585 -1.57193 -0.38892
C 4.10312 -1.26811 -1.47777
C 4.00125 -2.23262 -2.48856
C 4.83099 -3.34919 -2.50657
Si 2.98952 0.24331 -1.41167
C 3.01316 0.75719 -3.23850
C 2.26312 0.05098 -4.18594
C 2.09316 0.54182 -5.47706
C 2.40978 1.86404 -5.73979
C 3.13502 2.58577 -4.80433
C 3.48676 2.01101 -3.57779
C 4.06060 1.55304 -0.61015
C 5.43845 1.46257 -0.79092
C 6.28984 2.35156 -0.12004
C 5.73497 3.43261 0.54633
C 4.36679 3.58567 0.64756
C 3.53494 2.58257 0.14180
H 6.36514 -4.44870 -1.47782
H 6.50103 -2.81225 0.36235
H 4.92615 -0.94352 0.50884
H 3.31855 -2.08567 -3.32862
H 4.83503 -4.03483 -3.35584
H 1.76371 -0.87876 -3.89133
H 1.66516 -0.09764 -6.22919
H 2.08680 2.32084 -6.65765
H 3.46193 3.59435 -5.00943
H 4.05124 2.60168 -2.85466
H 5.88636 0.70397 -1.45692
H 7.35920 2.19849 -0.19349
H 6.38993 4.21005 0.98564
H 3.99485 4.46928 1.15140
H 2.50431 2.56070 0.45812
C -3.96032 1.91020 4.57504
C -4.39287 0.50845 5.05159
C -4.10969 -0.63292 4.01851
C -2.63068 -0.62663 3.59424
Ge -2.03200 -2.25224 2.61422
C -2.95320 -2.51133 0.94229
C -4.47751 -2.41224 0.93512
C -5.16637 -3.60024 1.68810
C -6.69909 -3.53189 1.56863
H -4.29179 2.68912 5.27923
H -4.35922 2.09649 3.57361
H -2.86008 1.98342 4.46146
H -5.48273 0.59103 5.25795
H -3.90219 0.24486 5.99262
H -4.76192 -0.48361 3.14556
H -4.34398 -1.60213 4.46716
H -2.02283 -0.53602 4.48757
H -2.41816 0.24817 2.93828
H -2.33879 -3.43790 3.51855
H -2.64180 -3.47704 0.56205
H -2.47910 -1.81761 0.21938
H -4.76227 -2.48383 -0.13235
H -4.87789 -1.48623 1.36650
H -4.89447 -3.58459 2.73021
H -4.81074 -4.54917 1.26352
H -7.09760 -2.60831 2.01817
H -7.19369 -4.35944 2.07977
H -6.92806 -3.51206 0.49012

---

# 8
53
Properties=species:S:1:pos:R:3 method="wB97M-V/def2-TZVPD" e_homo_ev=-10.5 orbital_gap_ha=0.208 charge=+1 de_lowest_ev=0.000
W 1.09313 -1.56995 -0.06098
C -3.07982 -0.27529 0.98468
C -1.69991 -0.83385 0.96309
N -1.06296 -1.05060 -0.13862
N -1.79620 -0.87425 -1.28051
C -1.06212 -0.87476 -2.34641
N -1.62226 -0.78223 -3.55580
S 0.70387 -0.97767 -2.30176
C -1.03883 -1.30485 2.18442
C -1.60823 -1.21668 3.44306
C -0.96379 -1.81200 4.51680
C 0.22436 -2.48570 4.30039
C 0.75032 -2.51247 3.02130
N 0.13402 -1.93433 1.98897
H -3.21502 0.40803 0.15176
H -3.27453 0.24269 1.92004
H -3.81315 -1.07770 0.87133
H -2.59303 -0.51402 -3.60356
H -1.04606 -0.50501 -4.33541
H -2.54425 -0.70021 3.58550
H -1.39208 -1.75164 5.50798
H 0.75600 -2.97252 5.10499
H 1.70538 -2.97500 2.81802
Br 2.51605 3.61739 4.37566
C 2.61385 1.99860 3.43077
C 3.53391 1.00837 3.79983
Br 4.69063 1.28349 5.25013
C 3.58969 -0.20202 3.10729
Br 4.71289 -1.62651 3.58124
C 2.73651 -0.39972 2.03146
O 2.61637 -1.52871 1.35056
C 1.84938 0.59771 1.65518
O 1.05131 0.22954 0.62384
C 1.74824 1.78316 2.35656
Br 0.42783 3.01409 1.83696
Se 3.38055 -1.26337 -1.43404
Se 3.50799 -3.49292 -2.17960
Te 2.25467 -4.16044 -0.10334
Se -0.13905 -3.84480 -0.55627
N 0.00071 2.26203 -1.71805
C -0.63078 2.26467 -2.95992
C 0.10040 2.00584 -4.12119
C -0.54122 1.91293 -5.34786
C -1.91807 2.06956 -5.44182
C -2.64446 2.34494 -4.28858
C -2.01187 2.44119 -3.06005
H -0.48355 2.74704 -0.97897
H 0.97860 2.50860 -1.73396
H 1.17567 1.88329 -4.05780
H 0.04384 1.72783 -6.24010
H -2.41276 2.00825 -6.40140
H -3.71470 2.49859 -4.34810
H -2.58749 2.66142 -2.16772